C4H11N3O2 | the ωB97M-V functional and the def2-TZVPD basis

Output
* frontier orbital gap: 9.7 eV
* lowest unoccupied orbital energy: 0.79 eV
* HOMO level: -8.93 eV

Atoms and positions in Å:
C: -0.034 -0.009 2.726
N: 0.123 0.862 1.579
C: 1.296 0.937 0.980
N: 1.461 1.891 -0.152
N: 2.497 0.291 1.204
H: 0.676 0.239 3.570
H: 0.531 -0.927 2.493
H: -1.066 0.021 2.886
H: 0.733 2.695 -0.090
H: 1.264 1.463 -1.134
H: 2.668 -0.250 1.900
H: 3.277 0.519 0.641
C: -2.263 -1.164 -2.818
C: -1.302 -0.559 -1.851
O: -0.728 0.460 -1.954
O: -1.220 -1.349 -0.756
H: -1.482 -1.957 -3.331
H: -2.785 -0.532 -3.615
H: -2.895 -1.759 -2.382
H: -0.753 -0.875 0.103

=====

C16H14O2S | the ωB97M-V functional and the def2-TZVPD basis

Output
* frontier orbital gap: 7.7 eV
* lowest unoccupied orbital energy: -0.32 eV
* HOMO level: -8.01 eV

Atoms and positions in Å:
C: 1.306 5.937 -2.354
S: 1.478 4.673 -3.646
C: 1.045 3.169 -2.841
C: 1.090 2.013 -3.622
C: 0.769 0.794 -3.076
C: 0.392 0.678 -1.731
C: 0.065 -0.626 -1.204
C: -0.275 -0.942 0.057
C: -0.596 -2.331 0.411
O: -0.720 -3.205 -0.430
C: -0.795 -2.623 1.854
C: -1.637 -3.681 2.203
C: -1.858 -4.008 3.521
C: -1.214 -3.292 4.530
O: -1.451 -3.642 5.818
C: -0.351 -2.254 4.191
C: -0.149 -1.920 2.866
C: 0.351 1.846 -0.964
C: 0.671 3.073 -1.505
H: 1.569 6.877 -2.830
H: 1.995 5.733 -1.540
H: 0.278 5.976 -2.005
H: 1.381 2.094 -4.659
H: 0.807 -0.093 -3.691
H: 0.108 -1.446 -1.913
H: -0.353 -0.199 0.835
H: -2.119 -4.235 1.411
H: -2.516 -4.816 3.799
H: -0.941 -3.080 6.414
H: 0.164 -1.711 4.972
H: 0.545 -1.128 2.627
H: 0.061 1.798 0.074
H: 0.625 3.949 -0.878

=====

C25H54B2Br2ClO14PS5Si2 | the ωB97M-V functional and the def2-TZVPD basis

Output
* frontier orbital gap: 8.9 eV
* lowest unoccupied orbital energy: 0.23 eV
* HOMO level: -8.68 eV

Atoms and positions in Å:
C: 0.254 2.368 5.454
C: 1.628 2.035 4.846
B: 2.543 3.240 4.441
O: 2.029 4.490 4.167
Si: 4.552 3.013 4.251
C: 5.197 3.759 2.670
B: 4.604 2.997 1.425
O: 5.168 3.017 0.168
O: 3.484 2.224 1.591
O: 4.879 1.370 4.223
Si: 6.136 0.537 3.605
C: 5.600 -1.148 3.003
C: 5.967 -1.413 1.534
C: 5.006 -0.838 0.495
Cl: 3.272 -1.038 0.909
P: 7.855 0.263 5.070
O: 8.574 -0.995 4.339
O: 7.276 -0.322 6.452
S: 9.045 1.771 5.294
C: 5.303 3.702 5.851
Br: 5.360 2.384 7.233
C: 5.693 4.922 6.209
C: 6.225 5.355 7.542
Br: 5.577 6.335 4.934
H: -0.538 2.348 4.705
H: -0.016 1.655 6.235
H: 0.231 3.355 5.926
H: 1.504 1.461 3.916
H: 2.186 1.359 5.504
H: 1.467 4.890 4.837
H: 4.863 4.801 2.616
H: 6.289 3.784 2.597
H: 5.768 3.754 0.025
H: 3.111 1.915 0.758
H: 6.772 1.290 2.499
H: 4.527 -1.251 3.180
H: 6.088 -1.905 3.623
H: 6.936 -0.947 1.318
H: 6.097 -2.483 1.360
H: 5.136 -1.358 -0.452
H: 5.181 0.222 0.315
H: 9.513 -1.026 4.577
H: 7.860 -0.087 7.188
H: 5.551 5.028 8.336
H: 6.318 6.436 7.600
H: 7.203 4.899 7.717
O: -2.177 0.316 0.720
S: -1.682 -0.021 -0.592
O: -1.898 0.897 -1.688
C: 0.046 -0.480 -0.465
C: 0.008 -1.986 -0.229
C: -1.052 -2.535 -1.192
C: -2.285 -1.642 -1.073
H: 0.499 0.097 0.339
H: 0.520 -0.236 -1.416
H: 0.985 -2.437 -0.397
H: -0.282 -2.191 0.805
H: -0.660 -2.493 -2.211
H: -1.308 -3.570 -0.985
H: -2.825 -1.526 -2.008
H: -2.968 -1.981 -0.296
O: -2.472 -5.531 -0.887
S: -3.667 -5.347 -1.680
O: -3.817 -4.161 -2.483
C: -3.929 -6.803 -2.682
C: -4.772 -7.715 -1.798
C: -5.829 -6.810 -1.149
C: -5.104 -5.568 -0.618
H: -2.958 -7.205 -2.959
H: -4.473 -6.476 -3.570
H: -5.228 -8.514 -2.381
H: -4.146 -8.174 -1.030
H: -6.563 -6.512 -1.899
H: -6.361 -7.319 -0.347
H: -5.703 -4.663 -0.678
H: -4.730 -5.703 0.395
O: -4.179 -3.947 -5.605
S: -5.460 -3.446 -5.174
O: -6.376 -4.328 -4.487
C: -5.228 -1.930 -4.250
C: -5.257 -0.836 -5.312
C: -6.414 -1.194 -6.254
C: -6.284 -2.684 -6.588
H: -4.294 -2.022 -3.703
H: -6.064 -1.846 -3.556
H: -5.391 0.149 -4.867
H: -4.314 -0.827 -5.862
H: -7.365 -1.009 -5.750
H: -6.398 -0.587 -7.158
H: -7.238 -3.185 -6.728
H: -5.643 -2.859 -7.450
O: -5.546 5.163 -4.995
S: -4.645 4.046 -5.124
O: -4.901 3.032 -6.119
C: -2.971 4.670 -5.283
C: -2.468 4.765 -3.845
C: -2.939 3.478 -3.155
C: -4.414 3.283 -3.513
H: -3.011 5.615 -5.819
H: -2.409 3.934 -5.857
H: -1.385 4.868 -3.814
H: -2.903 5.640 -3.355
H: -2.358 2.628 -3.511
H: -2.809 3.516 -2.076
H: -4.697 2.237 -3.595
H: -5.083 3.793 -2.822

=====

C39H42N6O6S4V | the ωB97M-V functional and the def2-TZVPD basis

Output
* multiplicity: 3
* frontier orbital gap (spin up / spin down): 6.1 / 6.1 eV
* total charge: -1
* lowest unoccupied orbital energy (spin up / spin down): 2.19 / 2.19 eV
* expectation value of S²: 2.030
* HOMO level (spin up / spin down): -3.90 / -3.90 eV

Atoms and positions in Å:
V: -0.883 0.759 1.057
C: 3.865 -4.524 -2.012
O: 2.544 -4.036 -2.141
C: 1.545 -4.769 -1.556
C: 1.644 -6.116 -1.260
C: 0.582 -6.769 -0.641
C: -0.562 -6.060 -0.324
C: -0.665 -4.706 -0.621
C: 0.382 -4.042 -1.247
N: 0.410 -2.678 -1.563
C: -0.311 -1.701 -0.854
N: -1.628 -1.818 -1.036
C: -2.738 -1.216 -0.404
C: -2.660 -0.153 0.490
C: -3.888 0.288 1.014
C: -5.100 -0.280 0.665
C: -5.149 -1.338 -0.236
C: -3.961 -1.803 -0.762
O: -3.888 -2.842 -1.672
C: -5.005 -3.699 -1.753
N: 0.305 -0.778 -0.174
C: 1.694 -1.029 0.023
C: 2.661 -0.293 -0.635
C: 4.020 -0.500 -0.399
C: 4.412 -1.467 0.506
C: 3.460 -2.255 1.148
C: 2.110 -2.058 0.893
O: 1.124 -2.830 1.386
C: 1.419 -3.714 2.448
H: 4.522 -3.709 -2.305
H: 4.040 -5.382 -2.666
H: 4.075 -4.804 -0.977
H: 2.548 -6.657 -1.503
H: 0.660 -7.823 -0.408
H: -1.388 -6.553 0.173
H: -1.552 -4.160 -0.331
H: 1.345 -2.380 -1.802
H: -1.880 -2.459 -1.771
H: -3.884 1.106 1.721
H: -6.019 0.098 1.097
H: -6.093 -1.787 -0.515
H: -4.685 -4.575 -2.315
H: -5.838 -3.224 -2.280
H: -5.340 -4.003 -0.758
H: 2.336 0.452 -1.347
H: 4.754 0.104 -0.915
H: 5.463 -1.626 0.716
H: 3.773 -3.026 1.839
H: 0.460 -4.090 2.795
H: 1.911 -3.187 3.269
H: 2.041 -4.547 2.104
O: -2.978 -0.039 7.603
C: -2.567 0.111 6.476
S: -2.756 1.601 5.544
C: -1.927 1.062 4.093
C: -1.451 -0.194 4.104
S: -0.596 -0.903 2.768
S: -1.718 -1.138 5.560
S: -1.726 2.176 2.774
C: 2.419 1.309 2.562
N: 1.848 2.382 1.752
C: 1.486 3.495 2.628
C: 2.877 2.811 0.800
C: 2.697 4.160 0.113
N: 1.545 4.332 -0.745
C: 1.417 5.718 -1.141
C: 1.572 3.453 -1.891
H: 3.311 1.660 3.111
H: 2.713 0.471 1.926
H: 1.676 0.950 3.272
H: 2.392 3.985 3.031
H: 0.893 3.120 3.455
H: 0.874 4.217 2.092
H: 3.025 2.016 0.068
H: 3.837 2.907 1.343
H: 3.630 4.324 -0.466
H: 2.670 4.946 0.868
H: 2.292 6.082 -1.713
H: 1.302 6.344 -0.254
H: 0.529 5.847 -1.760
H: 2.536 3.498 -2.433
H: 0.780 3.731 -2.588
H: 1.381 2.429 -1.583
O: -1.360 4.188 0.757
C: -1.456 3.525 -0.247
N: -1.126 2.181 -0.417
C: -1.312 1.848 -1.749
O: -1.052 0.792 -2.287
C: -1.853 3.044 -2.478
C: -2.212 3.219 -3.800
C: -2.686 4.474 -4.169
C: -2.788 5.507 -3.237
C: -2.416 5.315 -1.910
C: -1.950 4.063 -1.561
H: -2.129 2.406 -4.510
H: -2.985 4.656 -5.194
H: -3.163 6.471 -3.556
H: -2.484 6.106 -1.174

=====

C7H10N2O2 | the ωB97M-V functional and the def2-TZVPD basis

Output
* frontier orbital gap (spin up / spin down): 8.4 / 7.1 eV
* lowest unoccupied orbital energy (spin up / spin down): -0.33 / -0.32 eV
* HOMO level (spin up / spin down): -8.77 / -7.40 eV

Atoms and positions in Å:
C: 1.673 2.605 -0.102
C: -0.934 -0.037 -2.201
C: -0.788 -0.048 -0.828
C: 1.486 -0.640 0.927
C: 0.089 0.893 -0.221
C: 0.857 0.706 1.108
C: -1.535 -1.045 -0.040
N: 0.840 1.836 -0.931
N: 1.703 1.900 1.091
O: 2.282 3.649 -0.229
O: -0.025 0.766 2.205
H: -1.625 -0.750 -2.629
H: -0.332 0.578 -2.964
H: 0.942 -1.474 1.037
H: 2.188 -0.475 0.017
H: -1.219 -0.964 1.098
H: -2.574 -0.740 -0.039
H: -1.538 -2.051 -0.419
H: 0.641 2.322 -1.834
H: 2.482 2.082 1.821
H: 0.272 1.264 2.945

=====

C6H5Cl2FN2O2 | the ωB97M-V functional and the def2-TZVPD basis

Output
* frontier orbital gap: 9.8 eV
* lowest unoccupied orbital energy: 0.28 eV
* HOMO level: -9.54 eV

Atoms and positions in Å:
Cl: 0.860 2.105 0.829
C: -0.563 1.507 0.163
C: -1.620 2.371 -0.128
C: -2.746 1.729 -0.667
C: -2.854 0.349 -0.916
C: -1.716 -0.378 -0.575
Cl: -1.667 -2.041 -0.797
N: -0.625 0.197 -0.072
H: -1.512 3.472 0.086
H: -3.587 2.337 -0.912
H: -3.749 -0.189 -1.340
O: 4.119 -1.674 -0.665
N: 3.721 -1.387 0.447
O: 4.268 -0.780 1.344
C: 2.203 -1.871 0.770
F: 1.258 -1.031 0.443
H: 2.163 -1.941 1.901
H: 2.048 -2.775 0.089

=====

CH3O4S | the ωB97M-V functional and the def2-TZVPD basis

Output
* frontier orbital gap: 8.2 eV
* total charge: -1
* lowest unoccupied orbital energy: 4.02 eV
* HOMO level: -4.23 eV

Atoms and positions in Å:
C: -1.805 0.066 0.185
S: -0.233 0.462 -0.287
O: 0.310 1.723 0.185
O: -0.021 0.246 -1.678
O: 0.908 -1.027 0.367
O: 2.289 -0.710 0.281
H: -2.095 -0.984 -0.103
H: -1.677 0.173 1.304
H: 2.325 0.051 -0.255

=====

What did the seventh record say?
CH3O4S | the ωB97M-V functional and the def2-TZVPD basis

Output
* frontier orbital gap: 8.2 eV
* total charge: -1
* lowest unoccupied orbital energy: 4.02 eV
* HOMO level: -4.23 eV

Atoms and positions in Å:
C: -1.805 0.066 0.185
S: -0.233 0.462 -0.287
O: 0.310 1.723 0.185
O: -0.021 0.246 -1.678
O: 0.908 -1.027 0.367
O: 2.289 -0.710 0.281
H: -2.095 -0.984 -0.103
H: -1.677 0.173 1.304
H: 2.325 0.051 -0.255